Entry 1:
ORCA calculation (ωB97M-V/def2-TZVPD) on an isolated molecule of C4H6ClO2PS in a non-equilibrium geometry.

The calculation puts the lowest unoccupied orbital energy at 0.38 eV. Its energy above the lowest of the compared OMol25 structures with the same formula, charge and spin is 0.00 kcal per mole. Its HOMO energy is -9.2 eV.

Positions of all 15 atoms, in Å:
Cl 0.1133 3.0943 -1.1440
S -0.4749 1.0839 1.2282
P 0.2358 1.1255 -0.8192
O 1.8627 1.1644 -0.3741
O -1.2262 -1.6471 0.0480
C 2.6009 0.0539 -0.4088
C 2.1839 -1.2101 -0.4211
C -2.1865 -0.9514 0.1494
C -2.1556 0.3757 0.8487
H -3.1658 -1.3050 -0.0846
H -2.5699 0.2074 1.7650
H 3.6029 0.5183 -0.4098
H 2.8464 -2.1066 -0.4341
H -2.8619 0.9877 0.3817
H 1.1948 -1.3908 -0.3252


Entry 2:
ORCA calculation (ωB97M-V/def2-TZVPD) on C4H6CuO3 as an isolated structure in a non-equilibrium geometry.

The calculation puts the lowest unoccupied orbital energy (spin up / spin down) at -9.74 / -12.93 eV. As for the spin multiplicity: 2. Its energy above the lowest of the compared OMol25 structures with the same formula, charge and spin is 73.70 kcal per mole. Its charge is +2. Its HOMO energy (spin up / spin down) is -18.5 / -18.4 eV.

Positions of all 14 atoms, in Å:
Cu 1.4176 -1.0673 -2.5464
O 0.0905 -0.0687 -0.0006
O -0.2151 3.6722 0.4003
O 0.2686 -2.1416 -0.6447
C 0.5162 1.4733 -0.1300
C 0.2184 -0.8630 -0.9712
C -0.1926 -2.5891 0.6488
C -0.1800 2.3751 0.5276
H 0.4607 -2.1904 1.4318
H 1.1336 1.6898 -1.0021
H -1.0617 4.0487 0.6796
H -1.2222 -2.2477 0.8016
H -1.0950 1.5876 0.1926
H -0.1392 -3.6788 0.6127


Entry 3:
ORCA calculation (ωB97M-V/def2-TZVPD) on an isolated molecule of C4H6F2 in a non-equilibrium geometry.

The calculation puts the lowest unoccupied orbital energy at 1.02 eV. Its energy above the lowest of the compared OMol25 structures with the same formula, charge and spin is 14.56 kcal per mole. Its HOMO energy is -10.1 eV.

Positions of all 12 atoms, in Å:
F 0.3763 -0.9566 -1.6460
F -0.3142 -1.8009 0.6634
C -1.7758 0.0552 0.8474
C 0.1471 0.0628 -0.7579
C -0.7361 -0.5874 0.3606
C 1.5113 0.3897 -0.1710
H -2.3975 -0.3837 1.5814
H -2.1025 0.8940 0.2452
H 2.1798 0.6448 -0.9734
H 1.4610 1.1642 0.6670
H -0.2748 0.9902 -1.1696
H 1.9255 -0.4722 0.3529


Entry 4:
ORCA calculation (ωB97M-V/def2-TZVPD) on an isolated molecule of C4H6F2 in a non-equilibrium geometry.

The calculation puts the lowest unoccupied orbital energy at 1.08 eV. Its energy above the lowest of the compared OMol25 structures with the same formula, charge and spin is 22.22 kcal per mole. Its HOMO energy is -10.5 eV.

Positions of all 12 atoms, in Å:
F 0.6005 1.4311 0.2157
F 1.6756 -0.4427 -0.6493
C 0.0588 -0.7228 1.1165
C -2.0340 0.1639 -0.3269
C 0.5400 0.0569 -0.0044
C -0.7075 -0.6218 -0.3473
H -0.6490 -1.4880 -1.0350
H 0.4233 -1.6257 1.3859
H -2.8008 -0.4221 -0.8107
H -2.2104 0.4342 0.7039
H -1.9224 1.1571 -0.8911
H -0.4701 -0.2080 1.9224


Entry 5:
ORCA calculation (ωB97M-V/def2-TZVPD) on C4H6F2O as an isolated structure in a non-equilibrium geometry.

The calculation puts the lowest unoccupied orbital energy at 0.15 eV. Its energy above the lowest of the compared OMol25 structures with the same formula, charge and spin is 99.65 kcal per mole. Its HOMO energy is -10.6 eV.

Positions of all 13 atoms, in Å:
F 2.2254 -0.0620 -0.1544
F 0.5901 -1.5912 -0.8382
O -2.4885 -0.3629 -0.4794
C 1.0503 -0.7327 0.3128
C -0.1309 0.2341 0.4856
C -1.5478 -0.6020 0.3595
C 0.0884 1.2809 -0.6159
H -1.4563 -1.6912 0.8925
H -1.1962 1.5064 -0.5364
H 0.0439 0.7155 1.4877
H 1.4938 -1.4941 1.0605
H 0.6863 2.3449 -0.3924
H 0.6416 0.4544 -1.5819


Entry 6:
ORCA calculation (ωB97M-V/def2-TZVPD) on an isolated molecule of C4H6F2O in a non-equilibrium geometry.

The calculation puts the lowest unoccupied orbital energy at 0.85 eV. Its energy above the lowest of the compared OMol25 structures with the same formula, charge and spin is 35.49 kcal per mole. Its HOMO energy is -10.3 eV.

Positions of all 13 atoms, in Å:
F 0.3284 -1.2180 -1.9079
F 0.0218 1.1740 2.2200
O 1.1924 -1.0850 0.6499
C -0.2213 -0.2319 -1.1878
C -1.1658 -0.6351 -0.0608
C 0.4389 1.1994 0.8813
C 0.2230 -0.1348 0.2206
H -1.2735 -1.7187 -0.0519
H 1.4705 -1.4783 -0.1976
H -0.0359 2.0504 0.3418
H 1.5411 1.4074 0.8416
H -0.5388 0.6064 -1.8208
H -1.9807 0.0641 0.0715


Entry 7:
ORCA calculation (ωB97M-V/def2-TZVPD) on an isolated molecule of C4H6F2O2 in a non-equilibrium geometry.

The calculation puts the lowest unoccupied orbital energy at 0.25 eV. Its energy above the lowest of the compared OMol25 structures with the same formula, charge and spin is 83.46 kcal per mole. Its HOMO energy is -10.1 eV.

Positions of all 14 atoms, in Å:
F 2.7590 -0.7420 -0.2344
F 0.9752 0.9674 1.2520
O -1.0669 1.7884 -0.6124
O -1.9133 -1.7065 0.2778
C -0.7974 0.4043 -0.4105
C 0.6125 0.2631 0.0954
C -1.9809 -0.3698 0.1483
C 1.4076 -0.5932 -0.5118
H 1.0857 -1.1340 -1.4805
H -0.5137 -0.0005 -1.4603
H -0.9105 -2.1282 0.4949
H -2.0884 0.1888 1.1831
H 0.0012 2.2867 -0.6430
H -2.7923 -0.1229 -0.5036


Entry 8:
ORCA calculation (ωB97M-V/def2-TZVPD) on C4H6FFeO4 as an isolated structure in a non-equilibrium geometry.

The calculation puts the lowest unoccupied orbital energy (spin up / spin down) at 0.65 / -0.48 eV. As for the spin multiplicity: 6. Its energy above the lowest of the compared OMol25 structures with the same formula, charge and spin is 0.00 kcal per mole. Its HOMO energy (spin up / spin down) is -6.9 / -9.7 eV.

Positions of all 16 atoms, in Å:
Fe 0.7841 2.2197 -2.2975
F 0.4004 -1.7039 1.3733
O -0.3146 0.6384 -2.1901
O 0.8672 1.3715 -0.4773
O -1.2469 0.3321 -0.1220
O 0.4742 -0.9547 -0.7581
C -0.1306 0.3206 -0.9529
C -0.2427 -1.7118 0.1391
C 1.3087 1.4055 0.8632
C -1.5814 -0.9954 0.2298
H -0.2817 -2.7574 -0.1850
H 1.1510 2.4269 1.2294
H -2.2985 -1.4226 -0.4867
H -1.9976 -1.0153 1.2412
H 0.7324 0.6944 1.4711
H 2.3759 1.1520 0.9224


Which value of energy above the lowest of the compared OMol25 structures with the same formula, charge and spin does entry 8 give?
0.00 kcal per mole